{"formula": "C41H40BaN13O5S2", "method": "ωB97M-V with the def2-TZVPD basis set", "elements": ["Ba", "O", "C", "N", "C", "O", "C", "C", "C", "C", "C", "N", "C", "C", "C", "C", "C", "N", "H", "H", "H", "H", "H", "H", "H", "H", "C", "C", "N", "N", "C", "O", "C", "C", "C", "C", "C", "C", "C", "C", "C", "C", "C", "N", "H", "H", "H", "H", "H", "H", "H", "H", "H", "H", "H", "H", "C", "N", "C", "N", "C", "N", "C", "N", "C", "C", "H", "H", "H", "H", "H", "H", "H", "H", "H", "H", "H", "H", "N", "C", "C", "C", "C", "C", "C", "S", "O", "O", "N", "C", "S", "C", "C", "N", "H", "H", "H", "H", "H", "H", "H", "H"], "coordinates": [[0.52490, -0.38307, -0.89448], [-3.37624, -3.10294, -2.16810], [-2.61564, -2.31883, -1.59911], [-1.92131, -1.29398, -2.13568], [-2.37727, -0.76597, -3.30841], [-3.52841, -0.74185, -3.71873], [-1.31536, -0.10387, -4.17889], [-1.64047, 0.21701, -5.48871], [-0.66802, 0.78633, -6.29501], [0.59492, 1.01314, -5.76768], [0.82854, 0.66012, -4.45001], [-0.10532, 0.11951, -3.66739], [-2.34908, -2.59386, -0.12350], [-3.07157, -3.60837, 0.49866], [-2.85393, -3.85757, 1.84077], [-1.92029, -3.09499, 2.52254], [-1.23300, -2.11907, 1.82332], [-1.43971, -1.87278, 0.52853], [-2.63992, 0.00840, -5.84227], [-0.88655, 1.03432, -7.32636], [1.39192, 1.42899, -6.36797], [1.81356, 0.77675, -4.01125], [-3.78947, -4.15897, -0.09121], [-3.40855, -4.63514, 2.35200], [-1.72055, -3.25162, 3.57388], [-0.47900, -1.50674, 2.30459], [3.17104, -0.39210, 3.56054], [2.40111, -0.74136, 2.32251], [1.46629, -0.01869, 1.82572], [1.09744, 1.10475, 2.51522], [0.21936, 1.82009, 1.82384], [-0.17829, 1.62921, 0.63963], [-0.36253, 2.98366, 2.57214], [0.34482, 3.63660, 3.57648], [-0.21653, 4.71904, 4.23799], [-1.49831, 5.14563, 3.91562], [-2.21436, 4.48625, 2.92522], [-1.64545, 3.41624, 2.25125], [2.72276, -1.99801, 1.59570], [3.88875, -2.71381, 1.86162], [4.14685, -3.87523, 1.15463], [3.23622, -4.31006, 0.20830], [2.10230, -3.53926, 0.00052], [1.85193, -2.42015, 0.66974], [2.61318, 0.34612, 4.12996], [4.14184, 0.04014, 3.29826], [3.35584, -1.27533, 4.17390], [1.33710, 3.28579, 3.82542], [0.34743, 5.23198, 5.00763], [-1.93870, 5.98700, 4.43674], [-3.21881, 4.80487, 2.67386], [-2.19970, 2.89863, 1.47836], [4.59629, -2.34501, 2.59057], [5.05966, -4.42945, 1.33423], [3.40089, -5.20401, -0.37630], [1.36885, -3.83138, -0.74549], [-2.95575, 1.99559, -1.30476], [-3.77505, 3.10807, -0.78967], [-3.01221, 4.34679, -0.97331], [-2.66402, 4.59176, -2.37826], [-1.88018, 3.44058, -2.84638], [-2.61347, 2.18473, -2.71744], [-3.85496, 2.28750, -3.48414], [-4.69323, 3.40705, -3.02941], [-4.98585, 3.19563, -1.60684], [-3.90781, 4.63659, -3.14988], [-3.50176, 1.05684, -1.19781], [-2.03536, 1.95743, -0.71971], [-2.09168, 4.28891, -0.38996], [-3.60641, 5.18840, -0.60629], [-0.96160, 3.37952, -2.25818], [-1.61900, 3.59410, -3.89724], [-4.40736, 1.35280, -3.38698], [-3.60690, 2.43545, -4.53867], [-5.55031, 2.26687, -1.50086], [-5.60044, 4.02521, -1.24591], [-4.51013, 5.47853, -2.79804], [-3.66391, 4.79733, -4.20319], [-1.30485, -6.22923, -2.68127], [-0.24278, -5.37089, -2.96997], [-0.50678, -4.09500, -3.47289], [0.53465, -3.23680, -3.75988], [1.84981, -3.63093, -3.55019], [2.12566, -4.90975, -3.09647], [1.08228, -5.78025, -2.80805], [3.13813, -2.44421, -3.78719], [2.91072, -1.82440, -5.06906], [4.40507, -3.12513, -3.58941], [2.81962, -1.40598, -2.62360], [3.72726, -0.92818, -1.76042], [5.40806, -1.42874, -1.58634], [5.59489, -0.28457, -0.29946], [4.42982, 0.35763, -0.08373], [3.38104, 0.01318, -0.89692], [-2.18272, -5.75163, -2.53165], [-1.11513, -6.90682, -1.96039], [-1.53360, -3.77829, -3.61301], [0.33409, -2.24394, -4.13776], [3.15649, -5.20998, -2.95781], [1.29525, -6.78204, -2.45133], [6.53698, -0.15086, 0.20530], [4.27046, 1.12152, 0.66608]], "de_lowest_kcal_mol": 1.6, "charge": -1, "lumo_energy_ev": 2.109, "homo_energy_ev": -5.18, "orbital_gap_ev": 7.2845}

***

{"formula": "CH4I2N2", "method": "ωB97M-V with the def2-TZVPD basis set", "elements": ["C", "N", "N", "I", "I", "H", "H", "H", "H"], "coordinates": [[-0.11616, -0.16823, 0.17303], [1.02833, 0.60088, -0.22404], [2.35235, 0.05957, 0.44527], [2.73593, -1.98425, 0.06114], [3.84592, 1.42449, -0.01829], [-0.32028, -0.04884, 1.21099], [-0.98318, 0.11162, -0.31889], [0.22434, -1.12467, -0.21980], [1.13954, 0.65846, -1.20401]], "spin_multiplicity": 3, "lumo_energy_ev": [-0.269, -2.946], "homo_energy_ev": [-6.83, -9.16], "orbital_gap_ev": [6.5569, 6.2166]}

***

{"formula": "C15H20F3N3O2", "method": "ωB97M-V with the def2-TZVPD basis set", "elements": ["C", "C", "H", "H", "O", "C", "O", "C", "N", "C", "C", "H", "H", "H", "C", "C", "H", "H", "H", "H", "H", "H", "N", "N", "C", "C", "C", "C", "C", "C", "H", "H", "H", "C", "F", "F", "F", "H", "H", "H", "H", "H", "H"], "coordinates": [[5.21365, 2.98557, -0.58163], [3.86566, 3.21695, 0.08404], [3.92411, 2.98478, 1.15203], [3.52414, 4.24415, -0.05792], [2.84491, 2.40433, -0.50635], [2.73995, 1.14361, -0.06281], [3.44116, 0.67023, 0.79374], [1.66012, 0.39485, -0.80448], [1.54753, -0.85940, -0.94872], [2.38135, -1.84734, -0.32697], [2.40335, -3.06852, -1.24499], [1.38808, -3.36553, -1.48930], [2.92346, -2.83100, -2.17031], [2.91504, -3.89461, -0.75892], [1.81856, -2.17776, 1.06841], [0.37726, -2.67200, 1.04407], [-0.00423, -2.75063, 2.05945], [-0.25115, -1.97853, 0.49068], [0.30698, -3.65087, 0.57743], [1.88144, -1.27065, 1.67241], [2.46300, -2.93028, 1.52649], [3.40976, -1.48417, -0.18198], [0.69820, 1.19618, -1.37203], [-0.26578, 0.61056, -2.18718], [-1.30521, -0.04597, -1.53889], [-1.71285, 0.34540, -0.26584], [-2.78956, -0.28708, 0.33460], [-3.48851, -1.29446, -0.31525], [-3.08440, -1.67214, -1.58544], [-2.00508, -1.06157, -2.19121], [-1.68921, -1.37167, -3.17616], [-3.61337, -2.45897, -2.10058], [-4.32275, -1.77684, 0.16794], [-3.21864, 0.16158, 1.70079], [-4.06335, 1.21439, 1.64600], [-3.86259, -0.79088, 2.39229], [-2.19085, 0.55806, 2.46948], [-1.17869, 1.12332, 0.25613], [0.13915, 0.04351, -2.93106], [0.91772, 2.16388, -1.56026], [5.94999, 3.65796, -0.15141], [5.14466, 3.17098, -1.65105], [5.53765, 1.96037, -0.41975]], "smiles": "CCOC(=O)/C(=N\\[C@H](C)CC)NNc1cccc(C(F)(F)F)c1", "de_lowest_kcal_mol": 11.1, "lumo_energy_ev": 0.600, "homo_energy_ev": -8.50, "orbital_gap_ev": 9.0979}

***

{"formula": "C4H12N3", "method": "ωB97M-V with the def2-TZVPD basis set", "elements": ["C", "C", "C", "C", "N", "N", "N", "H", "H", "H", "H", "H", "H", "H", "H", "H", "H", "H", "H"], "coordinates": [[1.58758, -0.75347, -0.96685], [1.74991, 0.48468, 0.62179], [-1.59329, 0.10483, 1.47520], [-1.67391, 0.23151, -1.01349], [2.70055, 0.19014, -0.53560], [0.97732, -0.74597, 0.25050], [-1.25600, -0.44098, 0.20766], [1.01059, -0.61416, -1.87741], [1.92879, -1.77901, -1.06947], [2.04250, 0.59663, 1.68362], [1.00947, 1.32629, 0.37072], [-2.63821, 0.18384, 1.72923], [-1.04780, -0.52398, 2.25455], [-1.28139, 1.20490, 1.63709], [-1.83706, 1.25407, -0.78895], [-0.89013, 0.14060, -1.79069], [-2.57263, -0.19546, -1.31390], [3.04930, 0.81262, -1.18896], [-1.26559, -1.47709, 0.31497]], "de_lowest_kcal_mol": 155.3, "charge": 1, "lumo_energy_ev": [-6.262, -5.515], "homo_energy_ev": [-13.33, -13.85], "orbital_gap_ev": [7.0706, 8.3325]}

***

{"formula": "H10N2O2Si4", "method": "ωB97M-V with the def2-TZVPD basis set", "elements": ["N", "N", "O", "O", "Si", "Si", "Si", "Si", "H", "H", "H", "H", "H", "H", "H", "H", "H", "H"], "coordinates": [[0.64065, 0.04706, 0.13423], [-1.69251, 1.75086, 0.11704], [2.92420, 0.98191, -1.14045], [-1.87185, -1.13368, -0.14655], [-0.21891, -1.41123, 0.06933], [-0.06815, 1.64191, 0.57200], [2.37992, -0.01226, 0.01331], [-2.67389, 0.66966, -0.62554], [2.62483, 1.89045, -1.17111], [-2.48006, -1.70570, 0.31823], [0.10631, -2.21034, -1.11042], [-0.21024, -2.19718, 1.31362], [0.15699, 1.75415, 2.02283], [0.79261, 2.62332, -0.12205], [2.94776, 0.33001, 1.31873], [2.79214, -1.32380, -0.46144], [-3.96622, 0.37003, -0.00186], [-2.73387, 0.31737, -2.04458]], "de_lowest_kcal_mol": 0.0, "lumo_energy_ev": 0.076, "homo_energy_ev": -8.78, "orbital_gap_ev": 8.8548}